{
  "formula": "C35H24Br3ClF3N2O3PRu",
  "method": "ωB97M-V/def2-TZVPD",
  "total_charge": 1,
  "de_lowest_kcal_mol": 22.3,
  "max_force_ha_per_bohr": 0.0111,
  "multiplicity": 2,
  "e_tot_ha": -10601.366311,
  "s_squared": 0.75,
  "orbital_gap_ev": [7.564, 6.242],
  "elements": ["Ru", "Cl", "C", "C", "C", "C", "C", "C", "P", "C", "C", "C", "C", "C", "C", "C", "C", "C", "C", "C", "C", "H", "H", "H", "H", "H", "H", "H", "H", "H", "H", "H", "H", "H", "H", "C", "C", "C", "C", "C", "C", "Br", "C", "C", "Br", "C", "O", "C", "N", "H", "H", "H", "H", "H", "H", "F", "C", "F", "F", "C", "O", "O", "Br", "C", "C", "C", "N", "C", "C", "H", "H", "H", "H"],
  "positions_angstrom": [[-0.126, 0.584, 0.122], [-1.445, 2.486, 0.907], [-1.075, 3.838, -0.165], [-1.793, 4.999, 0.053], [-1.560, 6.081, -0.781], [-0.634, 5.979, -1.809], [0.074, 4.804, -1.995], [-0.123, 3.701, -1.163], [0.870, 2.177, -1.341], [1.152, 2.008, -3.128], [0.314, 1.243, -3.932], [0.549, 1.133, -5.295], [1.624, 1.793, -5.868], [2.467, 2.562, -5.075], [2.239, 2.665, -3.714], [2.512, 2.596, -0.713], [2.814, 3.811, -0.113], [4.090, 4.030, 0.391], [5.054, 3.039, 0.300], [4.749, 1.820, -0.296], [3.481, 1.596, -0.800], [-2.516, 5.054, 0.855], [-2.111, 6.999, -0.628], [-0.460, 6.819, -2.469], [0.793, 4.739, -2.801], [-0.532, 0.733, -3.505], [-0.109, 0.527, -5.905], [1.809, 1.708, -6.931], [3.313, 3.071, -5.517], [2.927, 3.233, -3.101], [2.062, 4.583, -0.016], [4.324, 4.975, 0.863], [6.045, 3.211, 0.699], [5.498, 1.042, -0.358], [3.240, 0.637, -1.248], [-3.333, 1.229, -1.432], [-2.507, 0.131, -2.024], [-2.972, -0.471, -3.219], [-2.300, -1.501, -3.798], [-1.110, -1.969, -3.199], [-0.297, -3.010, -3.707], [-0.808, -3.930, -5.274], [0.870, -3.356, -3.084], [1.284, -2.679, -1.926], [2.891, -3.151, -1.081], [0.524, -1.661, -1.397], [0.843, -1.022, -0.284], [-0.689, -1.311, -2.030], [-1.386, -0.266, -1.451], [-4.359, 1.147, -1.786], [-2.954, 2.208, -1.740], [-3.343, 1.185, -0.348], [-3.887, -0.094, -3.653], [-2.662, -1.962, -4.707], [1.487, -4.150, -3.479], [2.404, 2.812, 4.243], [1.360, 2.539, 3.472], [1.100, 3.622, 2.721], [0.286, 2.340, 4.260], [1.585, 1.255, 2.628], [2.104, 0.305, 3.151], [1.155, 1.378, 1.414], [-2.099, -2.839, 5.677], [-1.611, -1.942, 4.105], [-0.371, -2.154, 3.533], [-0.048, -1.466, 2.378], [-0.888, -0.599, 1.800], [-2.094, -0.418, 2.356], [-2.499, -1.060, 3.504], [0.347, -2.829, 3.974], [0.911, -1.601, 1.905], [-2.770, 0.263, 1.854], [-3.480, -0.878, 3.916]],
  "atomic_forces_ev_per_a": [[-0.48, 0.17, 0.26], [0.03, 0.13, 0.02], [-0.03, 0.00, -0.03], [-0.01, 0.00, 0.01], [0.01, -0.01, -0.01], [0.00, 0.00, 0.01], [0.02, 0.00, -0.03], [-0.03, -0.02, -0.01], [-0.02, -0.22, 0.01], [0.08, -0.01, 0.00], [-0.04, 0.07, -0.05], [-0.04, -0.01, 0.04], [0.04, 0.04, 0.00], [-0.03, -0.03, -0.05], [0.05, -0.07, 0.05], [-0.03, 0.00, 0.03], [0.00, -0.01, 0.01], [0.00, 0.00, 0.01], [0.00, 0.00, 0.00], [0.00, 0.00, 0.00], [-0.01, -0.02, 0.03], [0.00, 0.00, 0.00], [0.00, 0.00, 0.00], [0.00, 0.00, 0.00], [0.03, -0.03, 0.00], [-0.09, -0.02, 0.02], [0.00, 0.00, 0.00], [0.00, -0.01, 0.00], [0.00, 0.00, 0.00], [-0.04, 0.02, -0.02], [0.00, 0.00, -0.01], [0.00, 0.00, 0.00], [0.00, 0.00, 0.00], [0.00, 0.00, 0.00], [0.00, 0.00, 0.01], [0.02, 0.02, -0.04], [-0.18, -0.07, 0.07], [-0.04, -0.03, 0.07], [0.05, -0.01, 0.04], [-0.03, 0.03, -0.04], [0.03, -0.02, 0.00], [0.00, 0.00, 0.00], [-0.04, 0.01, 0.00], [0.00, 0.03, -0.03], [0.00, 0.00, 0.00], [-0.02, 0.06, 0.05], [0.38, 0.01, -0.01], [0.07, 0.07, -0.08], [0.31, 0.00, 0.11], [0.01, 0.03, -0.02], [0.03, 0.00, 0.05], [0.00, -0.02, 0.01], [-0.01, -0.01, 0.00], [0.00, 0.00, 0.00], [0.00, 0.00, 0.00], [-0.01, -0.01, 0.01], [0.03, 0.04, -0.05], [0.02, -0.01, -0.01], [-0.03, -0.01, 0.01], [0.00, -0.17, 0.04], [-0.02, -0.01, -0.02], [0.03, 0.06, -0.16], [0.00, 0.00, 0.00], [0.00, -0.01, 0.01], [0.00, 0.00, 0.00], [-0.02, -0.03, 0.04], [0.00, -0.01, -0.31], [-0.04, 0.01, -0.03], [0.00, -0.01, -0.01], [0.00, 0.00, 0.00], [0.01, 0.03, -0.01], [0.02, 0.02, 0.01], [0.00, 0.00, 0.00]]
}

---

{
  "formula": "C24H25FN4O4PbS2Si",
  "method": "ωB97M-V/def2-TZVPD",
  "total_charge": 2,
  "de_lowest_kcal_mol": 0.0,
  "max_force_ha_per_bohr": 0.0084,
  "e_tot_ha": -2827.581429,
  "orbital_gap_ev": 4.825,
  "elements": ["Pb", "C", "Si", "C", "C", "N", "C", "C", "C", "C", "C", "C", "F", "H", "H", "H", "H", "H", "H", "H", "H", "H", "H", "H", "H", "H", "C", "C", "N", "C", "C", "S", "C", "C", "S", "C", "N", "C", "H", "H", "H", "H", "H", "H", "H", "H", "O", "C", "O", "C", "C", "C", "C", "C", "C", "N", "O", "O", "H", "H", "H", "H"],
  "positions_angstrom": [[-1.215, 1.105, -1.369], [4.216, 1.492, -1.172], [2.711, 0.456, -1.485], [1.846, 0.968, -3.041], [2.956, -1.383, -1.456], [1.516, 0.819, -0.105], [1.679, 0.535, 1.123], [2.844, -0.139, 1.719], [2.833, -0.539, 3.007], [1.679, -0.301, 3.805], [0.553, 0.379, 3.360], [0.568, 0.818, 2.066], [-0.415, 1.537, 1.610], [5.008, 1.113, -1.825], [4.599, 1.473, -0.152], [4.045, 2.534, -1.445], [2.561, 0.857, -3.862], [1.534, 2.014, -3.040], [0.991, 0.334, -3.289], [3.568, -1.653, -2.321], [2.010, -1.920, -1.552], [3.467, -1.764, -0.572], [3.696, -0.326, 1.082], [3.673, -1.057, 3.447], [1.687, -0.655, 4.829], [-0.294, 0.573, 4.004], [-4.365, -0.839, -0.451], [-4.461, 0.639, -0.288], [-3.444, 1.479, -0.356], [-3.860, 2.789, -0.154], [-5.194, 2.921, 0.051], [-5.952, 1.395, 0.007], [-2.874, 3.872, -0.132], [-3.123, 5.193, 0.078], [-1.661, 6.069, 0.027], [-0.795, 4.634, -0.268], [-1.548, 3.564, -0.324], [0.686, 4.607, -0.458], [-3.342, -1.162, -0.294], [-4.686, -1.142, -1.448], [-4.998, -1.343, 0.278], [-5.756, 3.821, 0.236], [-4.066, 5.684, 0.247], [1.105, 5.611, -0.486], [0.932, 4.115, -1.400], [1.165, 4.066, 0.358], [-1.413, -1.343, -2.035], [-0.963, -1.639, -0.912], [-0.801, -0.717, -0.021], [-0.577, -3.025, -0.550], [-0.753, -4.072, -1.454], [-0.374, -5.360, -1.106], [0.187, -5.614, 0.139], [0.353, -4.555, 1.014], [-0.022, -3.267, 0.699], [0.965, -4.794, 2.339], [1.127, -3.822, 3.060], [1.282, -5.923, 2.614], [-1.184, -3.862, -2.423], [-0.511, -6.173, -1.804], [0.493, -6.607, 0.435], [0.112, -2.474, 1.416]],
  "atomic_forces_ev_per_a": [[-0.17, 0.11, -0.11], [0.10, 0.00, -0.05], [-0.30, -0.03, 0.32], [0.02, 0.02, -0.04], [0.10, -0.04, -0.06], [0.33, 0.12, -0.16], [-0.05, -0.05, 0.17], [-0.03, -0.04, -0.08], [-0.04, -0.02, -0.09], [0.02, -0.08, 0.16], [-0.02, 0.05, -0.16], [0.06, 0.03, -0.03], [-0.04, -0.06, -0.05], [0.03, 0.06, 0.00], [-0.03, -0.05, 0.02], [-0.03, 0.01, 0.00], [-0.02, 0.00, -0.03], [0.00, 0.00, 0.02], [0.03, -0.04, -0.01], [-0.02, -0.02, 0.00], [-0.04, 0.03, 0.00], [0.02, 0.01, 0.01], [0.02, 0.01, 0.03], [0.02, -0.01, -0.01], [0.00, -0.02, 0.00], [0.00, 0.00, 0.00], [-0.03, 0.02, 0.04], [0.14, -0.08, -0.04], [-0.14, -0.05, -0.07], [0.00, 0.06, 0.05], [0.03, -0.04, -0.02], [-0.03, 0.05, 0.05], [-0.08, 0.01, 0.04], [0.06, -0.04, -0.04], [-0.05, 0.02, 0.01], [0.13, -0.11, -0.07], [0.01, -0.07, 0.02], [0.02, 0.06, 0.02], [0.05, -0.03, 0.00], [0.03, -0.01, -0.02], [-0.03, 0.00, -0.04], [0.01, 0.01, 0.01], [-0.01, 0.00, 0.01], [-0.01, 0.00, 0.00], [0.01, -0.02, 0.00], [0.00, -0.03, -0.01], [-0.01, -0.09, -0.07], [0.01, 0.26, 0.00], [-0.06, -0.01, 0.28], [0.02, -0.08, 0.01], [0.00, 0.06, 0.01], [0.01, -0.02, 0.00], [-0.01, 0.03, 0.01], [0.00, 0.01, 0.05], [-0.01, -0.01, -0.05], [0.07, 0.00, -0.09], [0.02, 0.08, 0.04], [-0.03, 0.00, 0.03], [-0.01, -0.01, -0.01], [0.00, 0.00, 0.00], [0.00, -0.01, -0.01], [-0.02, 0.02, 0.01]]
}

---

{
  "formula": "C8H19BFNO4PS",
  "method": "ωB97M-V/def2-TZVPD",
  "total_charge": -1,
  "de_lowest_kcal_mol": 1.3,
  "max_force_ha_per_bohr": 0.0091,
  "e_tot_ha": -1536.375811,
  "orbital_gap_ev": 7.304,
  "elements": ["O", "C", "C", "C", "C", "O", "B", "F", "P", "S", "O", "H", "H", "H", "H", "H", "H", "H", "H", "C", "C", "C", "O", "C", "N", "H", "H", "H", "H", "H", "H", "H", "H", "H", "H", "H"],
  "positions_angstrom": [[4.612, 3.572, 1.014], [3.774, 3.868, 0.208], [2.699, 4.900, 0.415], [1.370, 4.458, -0.174], [0.251, 5.475, -0.054], [-0.917, 4.689, -0.165], [-0.574, 3.513, 0.668], [-0.956, 3.682, 2.015], [-1.634, 1.944, 0.023], [-1.328, 0.150, 0.820], [0.869, 3.335, 0.528], [3.734, 3.340, -0.768], [3.035, 5.834, -0.059], [2.588, 5.061, 1.495], [1.506, 4.163, -1.232], [0.308, 5.929, 0.956], [0.271, 6.279, -0.802], [-2.982, 2.333, 0.140], [-1.534, 1.894, -1.383], [-0.260, -5.316, 0.960], [-1.584, -4.630, 0.630], [-1.873, -4.543, -0.875], [-1.140, -3.566, -1.579], [0.178, -3.913, -1.932], [-1.634, -3.350, 1.324], [0.580, -4.642, 0.796], [-0.244, -5.601, 2.012], [-0.108, -6.212, 0.354], [-2.388, -5.254, 1.040], [-2.921, -4.259, -1.005], [-1.730, -5.530, -1.343], [0.252, -4.978, -2.188], [0.894, -3.692, -1.137], [0.445, -3.319, -2.806], [-2.551, -2.924, 1.234], [-1.009, -2.687, 0.870]],
  "atomic_forces_ev_per_a": [[0.33, 0.04, 0.20], [-0.42, -0.15, -0.16], [-0.04, -0.03, 0.30], [0.04, -0.43, -0.17], [-0.17, 0.26, 0.14], [0.19, -0.12, 0.29], [-0.11, 0.33, -0.04], [0.03, -0.01, -0.04], [0.25, -0.24, 0.10], [-0.07, -0.06, 0.01], [0.09, 0.17, -0.03], [0.02, 0.06, -0.05], [-0.05, -0.09, 0.02], [0.05, 0.08, -0.22], [0.04, 0.23, 0.06], [-0.01, 0.02, -0.25], [-0.02, -0.23, 0.02], [-0.10, 0.05, -0.09], [-0.06, 0.09, -0.08], [0.01, -0.03, 0.00], [0.06, 0.04, 0.08], [-0.03, -0.01, 0.00], [-0.01, 0.02, -0.04], [-0.02, 0.00, 0.00], [-0.05, 0.00, -0.12], [0.00, 0.00, -0.01], [0.00, 0.03, 0.01], [0.00, 0.00, 0.00], [0.00, -0.03, -0.03], [0.01, 0.02, 0.00], [0.00, 0.00, 0.02], [0.02, 0.00, -0.01], [0.00, -0.02, 0.01], [0.01, 0.00, 0.00], [0.01, 0.00, 0.03], [0.01, 0.00, 0.06]]
}